Entry 1:
ORCA calculation (the ωB97M-V functional and the def2-TZVPD basis) on 12 unconnected molecules or ions with the total composition H24O12.

The calculation puts the HOMO energy at -9.778 eV. The energy above the lowest of the compared OMol25 structures with the same formula, charge and spin comes out at 524.2 kJ/mol. As for the structure (SMILES): O.O.O.O.O.O.O.O.O.O.O.O. Its electronic energy is -917.1257 Eh. The value obtained for the max |F| is 0.1001 Eh/bohr.

```
! RIJCOSX wB97M-V def2-TZVPD def2/J DEFGRID3
* xyz 0 1
H 0.96096 -0.88166 0.82230
H 0.84674 0.15333 -0.18574
H -2.67567 1.71328 -1.71449
H -3.71857 0.77681 -1.18812
H 1.04765 -4.31739 1.83990
H 1.65099 -5.55489 1.14872
H 0.57390 4.60056 -0.35274
H -0.60453 4.67289 0.73738
H -0.66990 0.20713 3.04461
H 0.04544 0.24086 4.38087
H -1.79665 -2.76767 -2.03781
H -2.21108 -3.76650 -1.08535
H -1.40583 2.15901 -2.67839
H -2.17559 1.36152 -3.81615
H 5.32143 -1.93565 2.38526
H 4.22157 -2.46366 1.63415
H -1.49080 -0.95204 -1.81267
H -0.04865 -0.73422 -1.50346
H 0.28343 2.42161 -2.62185
H -0.43224 2.55435 -1.29738
H -3.64533 -0.45059 1.12507
H -2.54711 0.31909 0.31232
H 4.95596 1.14420 0.84085
H 4.16143 1.03967 2.10724
O 0.67443 0.03640 0.71589
O -3.43709 1.67603 -1.21768
O 1.45869 -4.61474 1.08457
O -0.05022 4.08213 0.28340
O -0.64092 -0.16707 3.86651
O -1.79815 -3.64568 -1.93994
O -2.16406 2.18752 -3.23920
O 5.13248 -2.35751 1.52940
O -0.88331 -0.52079 -1.08979
O 0.29514 2.19213 -1.67448
O -3.49886 0.00333 0.31117
O 4.26434 1.58818 1.28563
*
```

***

Entry 2:
ORCA calculation (the ωB97M-V functional and the def2-TZVPD basis) on a molecular structure, C25H50BCuN2O8PSSb.

The calculation puts the HOMO energy (spin up / spin down) at -3.522 / -4.842 eV. The energy above the lowest of the compared OMol25 structures with the same formula, charge and spin comes out at 60.8 kJ/mol. Its electronic energy is -4339.3948 Eh. The value obtained for the max |F| is 0.0105 Eh/bohr. Its expectation value of S² is 0.7790.

```
! RIJCOSX wB97M-V def2-TZVPD def2/J DEFGRID3
* xyz -1 2
Cu -0.08441 -1.83559 -0.07281
O 0.01601 -0.43778 1.68228
S -0.64206 -1.65456 2.28856
O -1.14396 -1.39062 3.63055
O 0.33687 -2.76434 2.20643
O -1.76740 -2.00817 1.33777
C -0.69900 0.89652 -5.27677
C 0.49201 0.19898 -4.65218
C 1.41770 -0.34696 -5.73488
O 0.02091 -0.94375 -3.89936
B 0.85545 -1.04993 -2.81455
O 1.71588 0.00986 -2.66726
C 1.24646 1.03650 -3.57387
C 2.44729 1.80405 -4.09199
C 0.32916 1.94856 -2.77334
H -1.18190 0.22776 -5.99012
H -0.37950 1.79547 -5.80891
H -1.42218 1.18060 -4.51549
H 0.86638 -1.06807 -6.33834
H 2.27702 -0.85516 -5.29487
H 1.78005 0.44927 -6.38775
H 3.18698 1.14046 -4.53605
H 2.91509 2.33712 -3.26427
H 2.13779 2.54014 -4.83804
H -0.49459 1.38279 -2.33746
H -0.05798 2.76458 -3.38753
H 0.89414 2.37897 -1.94585
C -2.71588 -7.92081 -0.78443
C -2.84923 -6.62124 -1.56923
N -1.90377 -5.58017 -1.19052
C -2.16986 -4.79925 0.03131
C -1.49192 -5.33393 1.28452
C -0.67148 -5.63450 -1.76009
O -0.32814 -6.54004 -2.51260
C 0.27488 -4.49462 -1.49922
C 1.48763 -4.73423 -0.83104
C 2.35488 -3.64123 -0.62566
C 2.09035 -2.42662 -1.16643
N 0.93591 -2.21835 -1.97090
C -0.01646 -3.26038 -2.00830
H -3.39295 -8.67635 -1.18845
H -2.96134 -7.77738 0.26774
H -1.69612 -8.29736 -0.85972
H -3.85139 -6.20373 -1.44430
H -2.69720 -6.82214 -2.62885
H -3.25380 -4.79366 0.16170
H -1.86115 -3.76690 -0.10366
H -1.81097 -6.35197 1.51723
H -1.72499 -4.67735 2.12317
H -0.40978 -5.30782 1.17806
H 1.70531 -5.71271 -0.43006
H 3.24089 -3.74504 -0.01598
H 2.73746 -1.57001 -1.06550
H -0.91581 -3.03277 -2.56006
C -1.39726 5.10461 2.63469
C -1.16453 4.47684 1.26298
Sb -0.78262 2.31041 1.09560
C 1.23165 2.28891 1.88465
C 1.75836 3.53693 2.58153
C -1.91098 1.78434 2.85271
C -1.16442 1.85748 4.17771
H -1.68819 6.15828 2.55929
H -0.50262 5.05825 3.25585
H -2.18971 4.58863 3.17996
H -0.34200 4.98208 0.74541
H -2.04621 4.63928 0.63350
H 1.86020 2.03136 1.02827
H 1.26110 1.41935 2.53763
H 1.63409 4.43958 1.97706
H 2.82567 3.44239 2.80621
H 1.24464 3.70600 3.52881
H -2.24408 0.75849 2.70379
H -2.79641 2.43002 2.84931
H -0.34587 1.13737 4.17714
H -1.81910 1.58334 5.00993
H -0.76117 2.85200 4.37961
C -3.76015 -1.89404 -1.97328
P -2.96844 -0.40420 -1.33743
C -3.76098 -0.05424 0.23061
C -3.53848 0.92858 -2.41483
O -1.47829 -0.53420 -1.36342
H -4.84045 -1.77260 -2.06587
H -3.54543 -2.71931 -1.29333
H -3.33837 -2.11953 -2.95404
H -4.83665 -0.21830 0.13760
H -3.57342 0.98337 0.50527
H -3.31852 -0.72596 0.96909
H -4.61790 1.05802 -2.31636
H -3.29498 0.72577 -3.45778
H -3.03824 1.84498 -2.09469
*
```

***

Entry 3:
ORCA calculation (the ωB97M-V functional and the def2-TZVPD basis) on a gas-phase ion, C6H14O2P (charge +1).

The calculation puts the HOMO energy at -14.324 eV. The energy above the lowest of the compared OMol25 structures with the same formula, charge and spin comes out at 179.4 kJ/mol. Its electronic energy is -728.5392 Eh. The value obtained for the max |F| is 0.0889 Eh/bohr.

```
! RIJCOSX wB97M-V def2-TZVPD def2/J DEFGRID3
* xyz 1 1
C -2.19660 -1.32027 -0.04050
C -0.27066 -0.53634 1.10124
C 1.57053 1.05165 1.59999
C -0.33077 1.54238 -1.45753
C 1.16382 -1.09095 -1.88924
C 0.14139 0.60697 2.01343
O -1.34045 -0.98813 -1.17539
O -1.57053 -1.16830 1.32970
P 0.02974 -0.15871 -0.94074
H -2.46983 -2.38904 -0.09685
H -3.12231 -0.73349 -0.15654
H 0.45504 -1.35055 1.06017
H 1.50916 1.43404 0.53437
H 2.22208 0.22286 1.50304
H 2.11166 1.73225 2.33514
H -0.97554 1.97985 -0.69033
H -1.16713 1.40122 -2.30386
H 0.45653 2.30664 -1.57416
H 1.19840 -2.07170 -1.45251
H 2.21104 -0.77516 -1.84959
H 0.65122 -1.34177 -2.79299
H -0.43464 1.48275 1.97782
H 0.15783 0.16378 2.96533
*
```

***

Entry 4:
ORCA calculation (the ωB97M-V functional and the def2-TZVPD basis) on a molecular structure, C10H18BiCl2N2.

The calculation puts the HOMO energy (spin up / spin down) at -2.164 / -2.182 eV. The energy above the lowest of the compared OMol25 structures with the same formula, charge and spin comes out at 398.3 kJ/mol. Its electronic energy is -1636.1749 Eh. The value obtained for the max |F| is 0.1920 Eh/bohr.

```
! RIJCOSX wB97M-V def2-TZVPD def2/J DEFGRID3
* xyz -1 1
Bi -0.73305 0.76656 0.68360
Cl 1.59817 1.83929 1.02622
Cl -2.29813 -0.92417 -0.41468
C -2.37637 1.95873 1.70556
H -3.37503 1.81927 1.20447
H -2.00767 2.99741 1.92192
C -0.57571 1.30818 -1.90613
C -1.08472 2.02030 -0.93173
H -1.03278 0.35851 -2.22074
C -0.46466 3.50805 -0.57939
H -2.28260 2.03160 -0.49882
C 0.39599 3.95877 -1.76070
H -1.33082 4.18629 -0.42379
H 0.15331 3.57619 0.36347
C 1.46270 2.90152 -2.10573
H -0.25706 4.09150 -2.63381
H 0.86522 4.94109 -1.58346
C 0.89344 1.48039 -2.38365
H 2.00236 3.21566 -3.01540
H 2.16624 2.86076 -1.26079
H 0.91066 1.24102 -3.51497
H 1.64769 0.73022 -1.91270
C 1.02474 -5.41119 0.86949
N 0.66900 -4.32339 1.78865
C -0.01894 -4.70029 3.03049
C 0.68015 -3.04102 1.40979
N 0.58408 -1.91971 1.17591
H 0.96415 -6.35736 1.41648
H 2.04723 -5.27022 0.49703
H 0.34421 -5.45492 0.00574
H 0.43224 -4.16928 3.87906
H -1.08829 -4.44099 2.99248
H 0.08425 -5.77878 3.17616
*
```

***

Question: Which of these has the lowest electronic energy?
Answer: C25H50BCuN2O8PSSb

***

Question: Which of these has the highest max |F|?
Answer: C10H18BiCl2N2